Record 1
Below is a molecular structure, C34H38N5O5P2S4Tl, with properties calculated with ωB97M-V with the def2-TZVPD basis set.

Values from the calculation:
lowest unoccupied orbital energy = -0.86 eV
total charge = 0
energy above the lowest of the compared OMol25 structures with the same formula, charge and spin = 71.4 kJ/mol
Kohn-Sham gap = 6.812 eV
HOMO energy = -7.7 eV
energy = -120175.702 eV

Geometry (Å):
Tl: -0.614 -0.059 -0.321
C: 4.284 -2.192 -6.439
C: 3.799 -1.386 -5.265
C: 4.654 -0.519 -4.590
C: 4.223 0.180 -3.472
C: 2.918 0.012 -3.029
C: 2.040 -0.825 -3.700
C: 2.486 -1.513 -4.815
S: 2.500 0.721 -1.452
O: 2.467 -0.416 -0.546
O: 3.483 1.744 -1.180
N: 1.016 1.306 -1.457
C: 0.568 2.190 -2.437
C: 1.348 2.740 -3.439
C: 0.811 3.636 -4.380
C: -0.502 4.000 -4.341
C: -1.337 3.473 -3.332
C: -2.707 3.803 -3.229
C: -3.462 3.279 -2.224
C: -2.854 2.400 -1.310
N: -1.592 2.062 -1.384
C: -0.813 2.576 -2.373
H: 5.219 -1.794 -6.833
H: 3.546 -2.206 -7.243
H: 4.461 -3.228 -6.140
H: 5.671 -0.392 -4.941
H: 4.876 0.857 -2.938
H: 1.018 -0.936 -3.362
H: 1.799 -2.165 -5.344
H: 2.397 2.489 -3.484
H: 1.463 4.046 -5.142
H: -0.914 4.697 -5.061
H: -3.142 4.472 -3.964
H: -4.516 3.504 -2.131
H: -3.432 1.938 -0.519
C: 0.473 -3.592 -1.387
P: 0.147 -2.747 0.192
C: -0.661 -4.047 1.199
C: 1.843 -2.834 0.937
C: 1.974 -2.016 2.231
P: 1.348 -0.278 2.119
C: 0.798 -0.102 3.880
C: 2.857 0.763 2.263
H: 0.833 -4.601 -1.175
H: 1.239 -3.039 -1.933
H: -0.437 -3.634 -1.978
H: -0.050 -4.947 1.121
H: -1.660 -4.229 0.812
H: -0.727 -3.737 2.242
H: 2.555 -2.486 0.192
H: 2.057 -3.883 1.153
H: 3.011 -1.994 2.572
H: 1.379 -2.490 3.016
H: 1.602 -0.391 4.561
H: -0.071 -0.736 4.074
H: 0.528 0.937 4.085
H: 3.514 0.376 3.044
H: 2.542 1.773 2.534
H: 3.393 0.814 1.317
N: -2.819 0.657 3.969
C: -3.160 -0.548 4.622
C: -3.388 -0.559 5.988
C: -3.744 -1.741 6.627
C: -3.853 -2.914 5.900
C: -3.593 -2.904 4.534
C: -3.258 -1.724 3.894
S: -2.976 -1.720 2.142
N: -2.102 -0.295 1.942
C: -2.161 0.677 2.759
C: -1.467 1.949 2.405
C: -1.622 3.116 3.148
C: -0.918 4.251 2.781
C: -0.067 4.191 1.693
C: 0.016 2.999 0.994
N: -0.675 1.914 1.337
H: -2.646 1.426 4.589
H: -3.296 0.363 6.554
H: -3.928 -1.737 7.693
H: -4.139 -3.837 6.388
H: -3.664 -3.818 3.953
H: -2.297 3.169 3.989
H: -1.034 5.168 3.344
H: 0.508 5.050 1.378
H: 0.661 2.889 0.129
O: -3.204 -0.364 -0.672
S: -2.961 -1.547 -1.532
O: -2.457 -2.674 -0.740
O: -4.062 -1.886 -2.392
S: -1.343 -0.930 -2.667

Let us look at the Mulliken charges, expressed in e, one per atom: number 1, Tl, carries 1.184; number 2, C, carries -1.494; number 3, C, carries 1.072; number 4, C, carries -0.756; number 5, C, carries -0.653; number 6, C, carries -0.429; number 7, C, carries -0.091; number 8, C, carries -1.004; number 9, S, carries 1.127; number 10, O, carries -0.421; number 11, O, carries -0.804; number 12, N, carries 0.547; number 13, C, carries 0.366; number 14, C, carries -0.751; number 15, C, carries -0.922; number 16, C, carries -0.964; number 17, C, carries 1.276; number 18, C, carries -0.837; number 19, C, carries -1.158; number 20, C, carries -0.356; number 21, N, carries 0.466; number 22, C, carries -0.590; number 23, H, carries 0.365; number 24, H, carries 0.370; number 25, H, carries 0.297; number 26, H, carries 0.341; number 27, H, carries 0.529; number 28, H, carries 0.118; number 29, H, carries 0.435; number 30, H, carries 0.531; number 31, H, carries 0.433; number 32, H, carries 0.410; number 33, H, carries 0.421; number 34, H, carries 0.432; number 35, H, carries 0.517; number 36, C, carries -1.292; number 37, P, carries 1.308; number 38, C, carries -1.478; number 39, C, carries -1.082; number 40, C, carries -1.473; number 41, P, carries 1.922; number 42, C, carries -1.796; number 43, C, carries -1.620; number 44, H, carries 0.486; number 45, H, carries 0.208; number 46, H, carries 0.341; number 47, H, carries 0.518; number 48, H, carries 0.377; number 49, H, carries 0.305; number 50, H, carries 0.306; number 51, H, carries 0.730; number 52, H, carries 0.571; number 53, H, carries 0.417; number 54, H, carries 0.551; number 55, H, carries 0.323; number 56, H, carries 0.401; number 57, H, carries 0.507; number 58, H, carries 0.325; number 59, H, carries 0.339; number 60, N, carries 0.002; number 61, C, carries 0.047; number 62, C, carries -0.702; number 63, C, carries -0.580; number 64, C, carries -0.796; number 65, C, carries -0.708; number 66, C, carries 0.855; number 67, S, carries -0.110; number 68, N, carries 0.271; number 69, C, carries -0.085; number 70, C, carries 0.654; number 71, C, carries -0.950; number 72, C, carries -1.015; number 73, C, carries -1.177; number 74, C, carries -0.325; number 75, N, carries 1.188; number 76, H, carries 0.071; number 77, H, carries 0.388; number 78, H, carries 0.390; number 79, H, carries 0.395; number 80, H, carries 0.452; number 81, H, carries 0.635; number 82, H, carries 0.442; number 83, H, carries 0.558; number 84, H, carries 0.330; number 85, O, carries -0.589; number 86, S, carries 1.040; number 87, O, carries -0.654; number 88, O, carries -0.744; number 89, S, carries -0.478

Record 2
Below is a molecular structure, C31H39N4O3Sc, with properties calculated with ωB97M-V with the def2-TZVPD basis set.

Values from the calculation:
lowest unoccupied orbital energy = 0.43 eV
total charge = 0
energy above the lowest of the compared OMol25 structures with the same formula, charge and spin = 0.0 kJ/mol
Kohn-Sham gap = 7.725 eV
HOMO energy = -7.3 eV
energy = -65587.660 eV

Geometry (Å):
Sc: -0.099 -0.355 0.038
C: -1.661 -0.590 3.077
N: -2.077 0.215 1.919
C: -2.172 1.623 2.372
C: -1.916 2.675 1.296
C: -0.430 2.985 1.128
N: 0.381 1.785 1.296
C: 1.486 1.954 1.909
C: 2.491 0.948 2.212
C: 3.724 1.379 2.714
C: 4.722 0.488 3.045
C: 4.471 -0.878 2.885
C: 3.258 -1.326 2.409
C: 2.236 -0.429 2.048
O: 1.083 -0.866 1.612
C: -3.402 -0.280 1.507
C: -3.976 0.289 0.216
C: -3.238 -0.103 -1.064
N: -1.906 0.493 -1.207
C: -1.827 1.452 -2.061
C: -0.684 2.254 -2.405
C: -0.892 3.381 -3.221
C: 0.136 4.223 -3.560
C: 1.427 3.929 -3.085
C: 1.668 2.826 -2.305
C: 0.621 1.947 -1.938
O: 0.850 0.908 -1.217
H: -2.356 -0.457 3.918
H: -0.659 -0.294 3.383
H: -1.638 -1.641 2.799
H: -1.431 1.762 3.162
H: -3.155 1.779 2.837
H: -2.437 3.597 1.565
H: -2.321 2.349 0.346
H: -0.124 3.749 1.853
H: -0.253 3.395 0.130
H: 1.740 2.963 2.260
H: 3.887 2.444 2.839
H: 5.674 0.836 3.421
H: 5.239 -1.597 3.143
H: 3.066 -2.386 2.294
H: -4.120 -0.091 2.321
H: -3.322 -1.360 1.391
H: -4.096 1.373 0.270
H: -4.987 -0.120 0.127
H: -3.862 0.176 -1.920
H: -3.129 -1.186 -1.071
H: -2.745 1.733 -2.592
H: -1.897 3.583 -3.578
H: -0.037 5.090 -4.181
H: 2.250 4.584 -3.345
H: 2.664 2.588 -1.953
C: 0.174 -3.924 1.875
N: -0.551 -4.266 0.658
C: -0.304 -5.608 0.146
C: -1.229 -3.356 -0.029
C: -1.858 -3.789 -1.328
O: -1.368 -2.179 0.376
H: -0.249 -4.470 2.721
H: 0.140 -2.855 2.047
H: 1.219 -4.215 1.754
H: -0.126 -6.265 0.995
H: 0.577 -5.608 -0.499
H: -1.159 -5.990 -0.405
H: -1.132 -4.274 -1.979
H: -2.240 -2.913 -1.839
H: -2.681 -4.479 -1.127
C: 1.883 -3.814 -3.198
C: 0.894 -2.921 -3.589
C: 0.408 -1.982 -2.683
C: 0.865 -1.885 -1.362
C: 1.877 -2.791 -1.015
C: 2.384 -3.737 -1.902
H: 2.274 -4.544 -3.897
H: 0.510 -2.953 -4.603
H: -0.356 -1.290 -3.037
H: 2.299 -2.752 -0.013
H: 3.177 -4.409 -1.589

Let us look at the Mulliken charges, expressed in e, one per atom: number 1, Sc, carries -1.070; number 2, C, carries -1.391; number 3, N, carries 0.866; number 4, C, carries -1.431; number 5, C, carries 0.089; number 6, C, carries -1.357; number 7, N, carries 0.860; number 8, C, carries -0.352; number 9, C, carries 0.616; number 10, C, carries -0.800; number 11, C, carries -0.916; number 12, C, carries -0.620; number 13, C, carries -0.559; number 14, C, carries 0.277; number 15, O, carries 0.432; number 16, C, carries -1.058; number 17, C, carries -1.009; number 18, C, carries -0.795; number 19, N, carries 1.067; number 20, C, carries -0.608; number 21, C, carries 1.133; number 22, C, carries -0.914; number 23, C, carries -0.820; number 24, C, carries -0.463; number 25, C, carries -0.763; number 26, C, carries -0.073; number 27, O, carries 0.328; number 28, H, carries 0.461; number 29, H, carries 0.304; number 30, H, carries 0.221; number 31, H, carries 0.679; number 32, H, carries 0.378; number 33, H, carries 0.455; number 34, H, carries -0.199; number 35, H, carries 0.580; number 36, H, carries 0.076; number 37, H, carries 0.148; number 38, H, carries 0.389; number 39, H, carries 0.390; number 40, H, carries 0.457; number 41, H, carries 0.205; number 42, H, carries 0.527; number 43, H, carries 0.423; number 44, H, carries 0.231; number 45, H, carries 0.613; number 46, H, carries 0.642; number 47, H, carries -0.292; number 48, H, carries 0.182; number 49, H, carries 0.389; number 50, H, carries 0.400; number 51, H, carries 0.405; number 52, H, carries 0.489; number 53, C, carries -0.772; number 54, N, carries 0.278; number 55, C, carries -1.081; number 56, C, carries 0.642; number 57, C, carries -2.042; number 58, O, carries 0.603; number 59, H, carries 0.364; number 60, H, carries -0.294; number 61, H, carries 0.531; number 62, H, carries 0.399; number 63, H, carries 0.274; number 64, H, carries 0.383; number 65, H, carries 0.514; number 66, H, carries 0.139; number 67, H, carries 0.509; number 68, C, carries -0.413; number 69, C, carries -0.808; number 70, C, carries -0.318; number 71, C, carries 1.310; number 72, C, carries -0.395; number 73, C, carries -0.932; number 74, H, carries 0.360; number 75, H, carries 0.403; number 76, H, carries 0.199; number 77, H, carries 0.489; number 78, H, carries 0.437